The following is a quantum chemistry calculation of C19H25MoN3SSi as an isolated structure, from OMol25.

Geometry (Å):
C: 2.771 -0.469 -0.039
C: 2.493 0.671 -0.846
C: 2.814 1.846 -0.103
H: 2.155 0.654 -1.879
C: 3.362 1.431 1.174
C: 3.380 -0.023 1.171
H: 3.862 -0.646 1.919
H: 2.590 -1.504 -0.298
H: 2.755 2.873 -0.457
H: 3.892 2.080 1.872
Mo: 1.230 0.777 1.196
C: -0.885 0.909 1.177
H: -0.736 1.995 1.085
H: -0.451 0.341 2.044
H: -1.942 0.729 1.375
Si: -0.942 -0.410 -0.979
C: -2.193 -1.782 -0.540
C: -1.900 -2.931 -1.302
H: -1.185 -2.881 -2.133
C: -2.479 -4.161 -1.006
H: -2.147 -5.025 -1.579
C: -3.433 -4.241 0.007
H: -3.843 -5.225 0.252
C: -3.844 -3.073 0.659
H: -4.624 -3.153 1.406
C: -3.255 -1.828 0.395
H: -3.626 -0.938 0.908
C: -1.504 0.609 -2.456
C: -1.879 -0.196 -3.542
H: -2.280 -1.191 -3.336
C: -1.609 0.237 -4.845
H: -1.913 -0.396 -5.682
C: -0.962 1.467 -5.037
H: -0.716 1.778 -6.053
C: -0.663 2.304 -3.952
H: -0.206 3.285 -4.116
C: -0.971 1.893 -2.647
H: -0.728 2.518 -1.784
H: 0.348 0.574 -0.553
H: -0.067 -1.149 -1.945
N: 1.143 2.251 2.749
N: 1.990 1.845 3.856
C: 2.067 0.524 4.113
N: 2.841 0.174 5.156
S: 1.389 -0.667 3.103
H: 0.195 2.368 3.139
H: 1.457 3.202 2.506
H: 2.016 2.478 4.677
H: 2.992 -0.797 5.401
H: 3.240 0.874 5.773

Summary:
relative energy (zero: lowest compared OMol25 entry of this formula, charge and spin)	390.9	kJ/mol
expectation value of S²	2.023
HOMO-LUMO gap (spin up / spin down)	6.0 / 5.4	eV
2S+1	3
charge	+2

---

The following is a quantum chemistry calculation of a 3-piece molecular cluster, C3H12N2O overall, from OMol25.

Geometry (Å):
C: 1.223 0.856 2.035
C: 2.044 1.805 2.434
N: 0.863 1.295 -2.250
H: 0.879 0.906 1.005
H: -2.241 -2.507 -0.405
H: 0.912 -0.092 2.467
H: 2.189 2.641 1.766
H: 2.614 1.828 3.346
H: 1.033 1.765 -3.132
H: 0.335 0.470 -2.491
H: 1.710 1.164 -1.730
N: -1.780 -0.419 -1.155
C: -0.907 -1.125 -0.273
O: -1.396 -2.406 0.046
H: -1.955 -0.874 -2.034
H: -1.587 0.559 -1.280
H: 0.121 -1.267 -0.665
H: -0.731 -0.555 0.634

Summary:
relative energy (zero: lowest compared OMol25 entry of this formula, charge and spin)	147.2	kJ/mol
SMILES	C=C.NCO.N
HOMO-LUMO gap	10.2	eV

---

The following is a quantum chemistry calculation of one molecule with the formula C3H4N2, from OMol25.

Geometry (Å):
N: -0.889 -0.631 0.083
C: -0.658 0.696 -0.068
C: 0.698 0.886 0.007
C: 1.262 -0.422 0.258
N: 0.217 -1.301 0.353
H: -1.754 -1.138 0.088
H: -1.488 1.370 -0.204
H: 1.184 1.855 -0.056
H: 1.429 -1.315 -0.462

Summary:
relative energy (zero: lowest compared OMol25 entry of this formula, charge and spin)	316.3	kJ/mol
SMILES	c1cn[nH]c1
HOMO-LUMO gap	10.0	eV

---

The following is a quantum chemistry calculation of a 2-piece molecular cluster, C7H16 overall, from OMol25.

Geometry (Å):
C: 4.930 -0.727 0.034
C: 4.860 0.653 -0.055
C: -1.798 2.700 -0.172
C: -1.690 1.216 0.461
C: -1.966 -0.021 -0.314
C: -1.720 -1.307 0.590
C: -2.051 -2.516 -0.384
H: 4.051 -1.255 -0.297
H: 5.763 -1.172 0.415
H: 4.036 1.210 -0.649
H: 5.922 0.943 0.042
H: -1.381 2.768 -1.438
H: -2.793 2.790 -0.501
H: -1.633 3.630 0.433
H: -2.446 1.021 1.160
H: -0.804 1.065 1.120
H: -3.037 0.069 -0.695
H: -1.368 -0.056 -1.419
H: -2.458 -1.073 1.357
H: -0.803 -1.423 1.241
H: -1.223 -2.673 -1.111
H: -2.078 -3.488 0.298
H: -3.132 -2.341 -0.909

Summary:
relative energy (zero: lowest compared OMol25 entry of this formula, charge and spin)	464.9	kJ/mol
SMILES	CCCCC.C=C
HOMO-LUMO gap	10.9	eV

---

The following is a quantum chemistry calculation of a 2-piece molecular cluster, C4H7NO3 overall, from OMol25.

Geometry (Å):
C: -0.585 0.725 -2.222
C: 0.763 0.501 0.673
C: 1.174 0.513 -0.610
C: -0.858 -0.986 1.255
N: -1.567 1.278 -1.985
O: 1.639 -0.520 -1.403
O: 1.679 1.709 -1.081
O: 0.487 -0.803 1.148
H: 0.481 1.345 1.185
H: -1.449 -0.379 0.600
H: -1.212 -0.700 2.377
H: -1.108 -2.089 1.052
H: -2.450 1.755 -1.680
H: 1.266 -1.356 -0.991
H: 2.306 1.395 -1.738

Summary:
relative energy (zero: lowest compared OMol25 entry of this formula, charge and spin)	506.8	kJ/mol
HOMO-LUMO gap	9.1	eV

---

The following is a quantum chemistry calculation of C24H39BN5O8PSe2SiW as an isolated structure, from OMol25.

Geometry (Å):
W: 0.300 -0.098 0.154
C: -1.487 -0.943 3.719
Se: -0.537 -1.831 2.271
C: -2.002 -2.845 1.484
C: -3.163 -2.024 0.940
Se: -2.806 -0.108 0.777
C: -4.261 0.106 -0.493
H: -2.273 -1.615 4.059
H: -1.907 0.006 3.402
H: -0.760 -0.799 4.514
H: -2.321 -3.534 2.266
H: -1.529 -3.427 0.697
H: -4.038 -2.106 1.583
H: -3.437 -2.373 -0.056
H: -4.066 -0.483 -1.384
H: -4.363 1.155 -0.749
H: -5.154 -0.240 0.026
C: 3.894 -0.882 1.603
C: 2.832 -0.236 2.431
C: 3.068 0.138 3.744
C: 2.151 0.941 4.412
C: 1.016 1.404 3.770
C: 0.816 0.978 2.468
N: 1.676 0.141 1.861
N: -0.205 1.218 1.565
Si: -0.989 2.891 1.610
C: 0.403 4.081 1.927
C: -2.253 2.880 2.982
C: -1.791 3.288 -0.015
H: 4.778 -0.243 1.626
H: 3.574 -0.979 0.575
H: 4.192 -1.849 2.007
H: 3.992 -0.158 4.220
H: 2.345 1.239 5.434
H: 0.315 2.064 4.258
H: 0.812 4.022 2.935
H: 0.021 5.097 1.796
H: 1.216 3.941 1.213
H: -1.817 2.915 3.981
H: -2.928 2.026 2.924
H: -2.870 3.778 2.883
H: -1.052 3.552 -0.773
H: -2.408 4.175 0.155
H: -2.437 2.512 -0.422
O: 1.752 -0.267 -1.405
C: 1.825 1.013 -1.397
O: 1.734 1.543 -0.260
C: 1.299 1.726 -2.570
C: 1.874 2.344 -3.649
C: 1.013 2.896 -4.584
C: -0.352 2.808 -4.463
C: -0.907 2.153 -3.372
C: -0.099 1.602 -2.380
O: -0.534 1.003 -1.251
N: -2.372 2.058 -3.320
O: -2.836 1.250 -2.538
O: -3.008 2.754 -4.069
N: 1.590 3.598 -5.753
O: 2.799 3.619 -5.824
O: 0.812 4.061 -6.551
H: 2.944 2.421 -3.779
H: -0.999 3.243 -5.213
B: -2.162 -2.921 -2.755
C: -1.335 -2.081 -1.764
N: -0.791 -1.486 -0.927
H: -2.481 -3.894 -2.098
H: -1.434 -3.212 -3.673
H: -3.101 -2.235 -3.073
C: 3.436 -2.892 -1.269
P: 1.936 -3.217 -0.346
C: 0.865 -4.076 -1.490
C: 2.310 -4.376 0.965
O: 1.322 -1.969 0.341
H: 3.694 -3.812 -1.796
H: 4.267 -2.622 -0.621
H: 3.263 -2.106 -2.001
H: 1.352 -5.030 -1.709
H: 0.738 -3.530 -2.424
H: -0.115 -4.282 -1.063
H: 2.894 -5.206 0.564
H: 1.382 -4.767 1.382
H: 2.875 -3.887 1.755

Summary:
relative energy (zero: lowest compared OMol25 entry of this formula, charge and spin)	210.8	kJ/mol
HOMO-LUMO gap (spin up / spin down)	6.2 / 6.2	eV
charge	+2